1.
{
  "formula": "C25H49Cl3DyN5O3Si",
  "method": "ωB97M-V/def2-TZVPD",
  "species": ["O", "H", "H", "H", "C", "H", "N", "H", "C", "H", "H", "C", "H", "H", "H", "C", "Cl", "Cl", "C", "C", "H", "H", "N", "H", "Cl", "C", "H", "Si", "H", "H", "H", "H", "C", "H", "C", "H", "C", "O", "H", "C", "H", "H", "H", "H", "C", "H", "Dy", "H", "N", "H", "H", "C", "H", "H", "N", "H", "C", "H", "H", "H", "H", "H", "C", "H", "H", "C", "H", "C", "C", "C", "H", "O", "C", "H", "C", "H", "C", "H", "C", "H", "C", "H", "H", "C", "H", "H", "N"],
  "coordinates": [[0.0973, -0.2550, -7.3936], [-2.3115, 3.0263, -3.9781], [-2.6521, 1.2152, 2.2861], [2.9307, 1.6423, -9.2490], [-0.5507, 2.4170, -6.5539], [-2.6544, 2.8660, -2.2356], [-1.5228, -3.4315, -1.1976], [1.0684, -1.4286, -10.5374], [-2.1144, 0.5036, 5.3556], [1.5848, -3.6336, -11.0814], [0.6453, 2.8596, -12.7246], [0.5972, 0.0585, 5.8590], [0.2149, 4.1667, -4.4612], [-1.2590, 1.4487, -11.9235], [0.1056, -4.7782, -1.3413], [0.1637, 4.4071, -3.3885], [1.2963, -0.8120, -2.2896], [2.2069, 1.5391, 0.3036], [-0.3277, 1.4961, -11.3562], [2.0556, 0.1571, 3.8941], [-3.3238, 0.8048, -6.2729], [2.4392, 1.0827, 3.4386], [-0.7066, 3.4655, -2.6794], [-0.8768, -4.9120, 0.1383], [1.0583, -2.3487, 0.8826], [-0.4653, -0.0522, -4.6403], [-1.0201, 0.0927, -9.8310], [-0.8651, 0.5943, -6.3182], [0.8759, 2.5696, -1.7365], [-2.4692, -0.5475, 2.3728], [-2.7458, 0.3593, -7.8986], [-1.4921, 1.1277, 6.0068], [-1.6840, -2.5459, -0.2249], [-1.2734, 3.0236, -5.9907], [1.2394, -0.0690, -8.2230], [-1.5261, -5.5032, -1.4351], [-2.6374, 0.3583, 2.9694], [-0.8978, 1.7078, -1.2179], [-2.1993, -0.5321, 5.7418], [0.7359, 2.2942, -11.7935], [-2.4003, -2.2369, -2.6795], [1.1671, 4.3295, -2.9551], [-2.5051, 4.4874, -2.9757], [-0.5251, -1.1507, -4.6130], [1.9170, 2.3623, -11.0425], [-0.2062, 5.4331, -3.2619], [0.1819, -0.0575, -0.1239], [-0.6597, 2.6674, -7.6183], [-1.6252, 0.4983, 3.9926], [0.8789, 0.7974, 2.1459], [2.0119, -4.0735, -9.4170], [-0.2097, 0.7397, -10.1819], [0.4083, 0.9696, 6.4392], [1.9720, -1.8812, -6.4699], [0.7163, 0.3373, 4.4447], [-1.1238, 0.3418, -3.8529], [-0.3342, 0.4821, 3.5782], [0.4660, 2.6967, -6.2498], [2.5012, -3.1967, -7.5487], [2.0502, -0.6452, 3.1371], [-1.9233, -3.9032, -3.1643], [3.2027, -3.2818, -10.4700], [-2.1303, 3.4610, -2.9850], [-0.1687, -0.6974, 6.0523], [-1.6597, -2.9547, 0.7918], [1.7922, -1.4443, -8.5535], [-0.6818, -2.6195, -2.9654], [0.9769, 0.8031, -9.4487], [1.6117, -1.9811, -9.7685], [-0.9187, -4.7343, -0.9408], [2.7157, -0.1261, 4.7133], [-1.7780, -1.2934, -0.4099], [-1.6379, -3.0172, -2.5910], [-3.6095, 0.2884, 3.4629], [-2.6115, 0.1757, -6.8247], [-2.8446, -0.8805, -6.6332], [2.0298, 1.6268, -9.8656], [1.5628, -0.3409, 6.1827], [2.4842, -2.1136, -7.4113], [2.7501, 2.9839, -11.3700], [2.1372, -3.3076, -10.1930], [0.5652, 0.2142, -4.3686], [-3.1283, 0.9363, 5.3444], [-0.2098, 2.5634, -1.8509], [2.0174, 0.4374, -7.6353], [3.5292, -1.7830, -7.3078], [-0.1159, 0.5684, 2.2749]],
  "mulliken_spin": [0.000, 0.000, 0.000, 0.000, 0.000, -0.001, 0.000, 0.000, 0.000, 0.000, 0.000, 0.000, 0.000, 0.000, 0.000, -0.001, 0.000, 0.008, 0.000, 0.000, 0.000, 0.000, -0.005, 0.000, 0.009, 0.000, 0.000, -0.001, 0.003, 0.000, 0.000, 0.000, 0.000, 0.000, 0.000, 0.000, 0.000, 0.001, 0.000, 0.000, 0.001, 0.000, 0.000, 0.001, 0.000, 0.000, 4.958, 0.000, -0.001, 0.006, 0.000, 0.000, 0.000, -0.001, 0.000, 0.000, -0.004, 0.000, 0.000, 0.000, 0.000, 0.000, 0.001, 0.000, 0.000, 0.000, 0.000, 0.000, 0.000, 0.000, 0.000, 0.014, -0.003, 0.000, 0.000, 0.000, 0.000, 0.000, 0.001, 0.000, 0.000, 0.000, 0.000, 0.011, 0.000, 0.000, 0.002],
  "gap_ev": [8.925, 8.929],
  "s2": 9.328,
  "e_above_lowest_kj_mol": 0.0,
  "homo_energy_ev": [-8.4, -8.4],
  "spin_multiplicity": 6,
  "e_tot_ev": -109849.5129
}

2.
{
  "formula": "C36H48BrN7O5P2S",
  "method": "ωB97M-V/def2-TZVPD",
  "species": ["C", "H", "H", "H", "C", "C", "H", "C", "C", "C", "H", "H", "H", "H", "H", "C", "H", "H", "H", "H", "C", "N", "C", "C", "C", "O", "C", "H", "N", "H", "H", "C", "H", "H", "H", "O", "H", "H", "H", "C", "C", "P", "C", "C", "N", "C", "H", "C", "H", "H", "H", "O", "H", "H", "C", "N", "N", "H", "C", "H", "Br", "H", "O", "C", "H", "H", "C", "H", "P", "H", "C", "H", "N", "N", "H", "H", "C", "C", "H", "C", "C", "C", "H", "C", "H", "C", "H", "C", "H", "S", "C", "H", "C", "O", "C", "H", "C", "H", "H", "H"],
  "coordinates": [[-0.9132, 7.9992, 2.6381], [6.8716, -7.6377, -6.6447], [0.7430, 2.7452, 2.1144], [-4.8372, 4.6177, 5.1761], [1.8753, 0.9449, 1.5176], [-7.4671, 6.5990, 5.5254], [-1.5950, -3.6322, -0.8239], [0.7222, -2.4295, -1.9018], [3.3500, -2.7610, -1.9669], [-3.1403, 8.1577, 2.7572], [3.4389, -3.8769, -1.8751], [3.3538, -2.3835, -3.0227], [-3.8698, -4.0519, 1.5796], [-5.3598, -1.8024, 1.0435], [1.9300, 0.2127, 0.6667], [8.6246, -9.0941, -4.4198], [2.9111, -0.1317, 4.0297], [4.1210, -1.8221, -6.7641], [-9.0226, 5.0013, 5.3869], [1.9422, 2.9693, 0.7165], [-1.2180, 9.3199, 2.8440], [-2.0882, 7.2979, 2.5913], [-2.8847, 4.7566, -2.9941], [-2.2856, -0.7991, 0.6786], [-1.5338, -2.5598, -0.4879], [-3.5011, -4.1422, 2.4785], [-3.2780, -0.1493, 1.6282], [0.7592, -1.4037, 4.7415], [4.2485, -2.7799, -6.4864], [0.7332, -1.8962, -2.8990], [-3.2098, 10.3178, 3.0753], [-1.1513, 0.0183, 0.2207], [-7.0613, 3.4641, 5.1335], [-5.2784, 2.6125, 2.5882], [2.9531, 1.2124, 1.7682], [-4.9109, -3.2306, 4.4863], [2.8867, -1.0818, 2.4591], [-0.5053, 10.1253, 2.9299], [1.5099, -1.9617, 0.9914], [-3.1450, 3.6079, -3.7855], [3.2535, -3.6200, -6.0644], [-3.9553, -2.8153, 3.4185], [5.2088, -4.7266, -6.0417], [-7.9998, 5.3425, 5.3909], [-2.5313, -2.1195, 0.3210], [1.4880, -1.7988, 3.9853], [0.0350, 7.4985, 2.5222], [-5.7762, 5.1390, 5.2789], [-5.3278, 7.2633, 5.5227], [1.0058, -2.5053, 3.2466], [3.2915, -5.7109, -5.4320], [-2.5520, -2.2836, 4.1753], [9.3025, -8.1543, -6.3295], [-3.2461, 5.7590, -3.1627], [5.4443, -3.4455, -6.4708], [-6.9643, 4.4586, 5.2464], [-1.8493, 3.0253, -2.0824], [-1.2969, 2.4770, -1.4430], [-2.0789, 4.3551, -1.9608], [5.4025, -8.4223, -4.7738], [-1.7724, 3.9558, 2.2537], [4.2849, -2.3428, -1.4789], [1.3192, 0.3479, 2.7003], [2.2337, -0.6037, 3.2502], [-1.6481, 4.9056, -1.1391], [6.3560, -2.9517, -6.7664], [-6.0559, 6.4698, 5.4540], [-2.1668, 6.3041, 2.4554], [-4.7571, -1.1775, 2.1942], [2.2350, -2.4184, 4.5654], [7.3097, -9.1849, -3.8953], [2.9763, -3.0329, 0.7016], [7.2267, -8.1220, -5.8382], [-0.1642, -0.4647, -0.6319], [-2.4261, 1.5119, -3.4726], [-1.8099, -2.8343, 3.8475], [-1.9721, 2.0820, 1.6422], [6.4700, -8.5736, -4.7904], [5.9533, -5.4987, -5.9246], [-0.3658, -1.7645, -0.9727], [8.5420, -8.4311, -5.6170], [1.1568, 2.2977, 1.1731], [2.2323, -3.2791, -6.0017], [3.8182, -4.8375, -5.7842], [7.0129, -9.6454, -2.9660], [-2.4897, 2.5527, -3.1970], [9.5294, -9.4717, -3.9696], [-1.0146, 1.4443, 0.6898], [-3.7446, 3.5587, -4.6812], [-4.2757, 2.0036, 3.3034], [-2.6314, 9.4205, 2.9200], [-8.0285, 7.5104, 5.6592], [1.9768, -2.7070, 0.2967], [0.0981, 2.1972, 0.1896], [-3.1203, 1.2289, 2.1135], [0.5527, -3.5245, -2.0610], [2.1308, -2.1360, -1.1956], [2.2951, -1.0246, -1.0747], [-4.1566, 7.7967, 2.7464], [1.3185, -3.6298, 0.2607]],
  "lowdin_charge": [-0.144, 0.135, 0.094, 0.092, -0.181, -0.113, 0.127, -0.110, -0.086, -0.138, 0.087, 0.071, 0.042, -0.067, 0.100, -0.115, 0.129, 0.145, 0.105, 0.144, -0.114, -0.009, -0.110, -0.201, -0.030, -0.229, -0.379, 0.080, 0.003, 0.123, 0.090, -0.100, 0.140, -0.099, 0.136, -0.349, 0.105, 0.089, 0.041, -0.116, -0.153, 0.352, -0.111, -0.143, 0.092, -0.077, 0.104, -0.148, 0.088, 0.063, 0.089, -0.202, 0.105, 0.090, -0.137, 0.001, 0.019, 0.100, -0.147, 0.103, 0.796, 0.085, -0.167, -0.279, 0.101, 0.107, -0.115, -0.006, 0.836, 0.082, -0.114, 0.087, -0.004, 0.179, 0.100, 0.062, -0.473, -0.148, 0.072, -0.207, -0.143, -0.139, 0.104, -0.115, 0.090, -0.140, 0.090, -0.180, 0.088, 0.658, -0.112, 0.090, -0.083, -0.142, -0.575, 0.118, -0.389, 0.116, 0.105, 0.091],
  "gap_ev": 6.446,
  "e_above_lowest_kj_mol": 0.0,
  "homo_energy_ev": -8.2,
  "e_tot_ev": -158230.8860,
  "smiles": "CCOCCOc1c(Br)c(S)c(PP(=O)(O)O)c2ncc(CC(C)C)nc12.c1cc[nH]c1.c1cc[nH]c1.c1cc[nH]c1.c1cc[nH]c1.c1cc[nH]c1"
}

3.
{
  "formula": "C9H22N3",
  "method": "ωB97M-V/def2-TZVPD",
  "species": ["C", "H", "C", "H", "H", "H", "C", "H", "H", "N", "C", "C", "H", "H", "H", "N", "H", "H", "C", "H", "H", "H", "H", "C", "H", "H", "C", "H", "H", "H", "N", "H", "H", "C"],
  "coordinates": [[0.1086, -2.4213, -0.9702], [0.2747, -2.9227, 0.0626], [2.0833, -0.6958, -0.7471], [-0.9941, 0.9727, 2.5752], [-2.7074, 1.4035, 0.5703], [2.3113, -0.7927, 0.4279], [-1.8591, 1.6965, -0.0440], [-1.7270, -1.4171, 2.8385], [1.6029, 1.9454, 0.2452], [0.5365, -1.6682, 1.9180], [0.1729, -0.3636, -2.3719], [-0.2601, 1.5656, 1.8867], [-0.4644, 0.5796, -2.3907], [-2.0358, 1.4519, -1.0866], [-1.7969, 2.7711, 0.0348], [-0.1806, -0.2555, 0.2641], [0.9351, -0.2335, -3.0858], [0.4080, 3.1104, -0.2351], [-0.4471, 1.1766, 0.3988], [-0.6999, 2.5499, 1.8595], [1.4737, -1.6565, 1.4768], [2.7282, -1.3166, -1.2842], [0.6871, -2.9060, -1.7524], [0.5115, -0.9590, -0.9530], [0.7407, 1.5100, 2.3352], [-2.6205, -0.5658, 1.6711], [-0.5050, -0.9956, 1.3346], [0.8626, 1.7896, -1.2432], [-0.4815, -1.0445, -2.9894], [0.2575, -2.4174, 2.5248], [-1.7300, -1.0110, 1.9057], [2.3155, 0.3108, -1.2125], [-0.8893, -2.7443, -1.2523], [0.6903, 2.1101, -0.2612]],
  "nbo_charge": [-0.654, 0.204, -0.594, 0.194, 0.202, 0.164, -0.629, 0.409, 0.214, -0.768, -0.657, -0.638, 0.235, 0.224, 0.228, -0.517, 0.241, 0.228, 0.164, 0.233, 0.438, 0.231, 0.247, 0.171, 0.232, 0.454, 0.768, 0.210, 0.234, 0.407, -0.765, 0.240, 0.242, -0.592],
  "gap_ev": 10.250,
  "e_above_lowest_kj_mol": 0.0,
  "homo_energy_ev": -13.3,
  "e_tot_ev": -14152.5500,
  "smiles": "CC(C)(C)N(C(N)=[NH2+])C(C)(C)C",
  "total_charge": 1
}

4.
{
  "formula": "C10H26O4P",
  "method": "ωB97M-V/def2-TZVPD",
  "species": ["C", "O", "O", "O", "H", "H", "H", "H", "H", "C", "H", "H", "H", "H", "H", "H", "C", "C", "H", "C", "O", "H", "H", "H", "H", "H", "P", "C", "C", "H", "C", "H", "H", "H", "H", "H", "C", "H", "H", "H", "C"],
  "coordinates": [[0.5118, 4.3970, -2.0109], [-1.4490, -1.8589, -2.4010], [0.1612, 1.7697, -0.1904], [0.9232, 4.5795, -0.6631], [1.4310, -1.0278, 1.4863], [-0.4892, -1.0984, -0.7106], [-3.2951, -1.0699, -2.7933], [-2.0880, 0.0942, -2.2021], [2.0792, 2.2638, -0.8724], [-3.0483, -3.8666, -0.4667], [5.6648, -1.0433, 2.8861], [1.9321, 0.7323, 0.0378], [-0.1232, -0.8548, 2.7981], [-4.0017, -3.5216, -0.0594], [1.3053, 0.8564, -1.6213], [0.4891, -2.0826, -1.8057], [-2.4734, -0.9242, -2.0886], [-0.4982, -1.9940, -1.3423], [1.2211, 2.7480, 1.3142], [-0.0716, 4.1559, 0.2715], [-2.0055, -3.1585, 0.1877], [1.5145, 0.3190, 3.0143], [-2.9482, -4.9377, -0.2678], [-0.7360, -4.1488, -1.1391], [1.1958, -1.2642, 4.3578], [-0.5105, 2.5153, 1.5821], [1.2953, -1.1181, 2.9254], [4.5552, -1.3761, 2.9388], [0.2401, 2.7666, 0.8266], [0.0227, -3.3435, 0.2427], [1.4431, 1.3964, -0.6820], [0.0369, 3.4255, -2.1683], [1.3975, 4.4556, -2.6480], [-2.8583, -1.0601, -1.0758], [-1.0679, 4.1822, -0.1842], [-0.0603, 4.8735, 1.0967], [-0.7629, -3.2502, -0.5121], [1.0809, -2.5604, 2.8018], [-0.1802, 5.1946, -2.2967], [-3.0502, -3.6927, -1.5458], [3.2170, -1.4732, 2.9797]],
  "nbo_charge": [-0.254, -0.565, -0.558, -0.556, -0.191, 0.203, 0.173, 0.170, 0.168, -0.253, 0.224, 0.208, -0.184, 0.181, 0.177, 0.180, -0.255, -0.098, 0.191, -0.088, -0.544, -0.181, 0.160, 0.159, -0.165, 0.192, 0.469, -0.487, -0.091, 0.216, -0.266, 0.186, 0.184, 0.185, 0.166, 0.178, -0.095, -0.189, 0.157, 0.175, -0.282],
  "gap_ev": 6.347,
  "homo_energy_ev": -3.5,
  "e_tot_ev": -28262.3824,
  "total_charge": -1
}

One value per record, in order, for F_max: 1.6, 4.0, 3.8, 9.3 eV Å⁻¹.